{
  "formula": "C26H76N2O20",
  "method": "the ωB97M-V functional and the def2-TZVPD basis",
  "species": ["C", "O", "C", "C", "C", "N", "H", "H", "H", "H", "H", "H", "H", "H", "H", "H", "H", "C", "O", "C", "C", "C", "N", "H", "H", "H", "H", "H", "H", "H", "H", "H", "H", "H", "O", "C", "C", "O", "H", "H", "H", "H", "H", "H", "O", "C", "C", "O", "H", "H", "H", "H", "H", "H", "O", "C", "C", "O", "H", "H", "H", "H", "H", "H", "O", "C", "C", "O", "H", "H", "H", "H", "H", "H", "O", "C", "C", "O", "H", "H", "H", "H", "H", "H", "O", "C", "C", "O", "H", "H", "H", "H", "H", "H", "O", "C", "C", "O", "H", "H", "H", "H", "H", "H", "O", "C", "C", "O", "H", "H", "H", "H", "H", "H", "O", "C", "C", "O", "H", "H", "H", "H", "H", "H"],
  "xyz": [[2.777646, -0.329858, -0.951875], [1.448374, 0.048421, -1.239622], [0.543065, 0.041574, -0.149563], [-0.810023, 0.449038, -0.758158], [-1.083880, 1.973027, -0.981828], [-1.932186, -0.205960, -0.068899], [3.276327, -0.267952, -1.928240], [2.903844, -1.321303, -0.520401], [3.387479, 0.482222, -0.531672], [0.505348, -0.957376, 0.290013], [0.786471, 0.757995, 0.646092], [-0.791258, 0.194936, -1.822337], [-1.817205, 2.347023, -0.262333], [-1.610406, 2.099211, -1.926996], [-0.216850, 2.628758, -0.883893], [-2.561532, -0.525668, -0.809732], [-2.503267, 0.511428, 0.378629], [-3.591293, -0.605257, -3.235109], [-4.058083, -0.977049, -1.940823], [-5.168954, -0.240459, -1.449894], [-5.887139, -1.148759, -0.420202], [-7.078917, -0.405007, 0.179441], [-4.969651, -1.496661, 0.663508], [-3.479883, 0.473981, -3.342356], [-4.214324, -1.009284, -4.035840], [-2.633913, -1.120235, -3.310703], [-4.843799, 0.680560, -0.950646], [-5.835315, 0.028939, -2.276364], [-6.249733, -2.049540, -0.914279], [-7.809353, -0.214057, -0.610737], [-6.836839, 0.532222, 0.676000], [-7.542534, -1.153740, 0.824349], [-4.753236, -0.643202, 1.176090], [-4.059261, -1.776071, 0.308407], [2.480180, -5.095415, 4.702196], [1.292326, -4.410718, 4.367964], [1.038471, -4.252000, 2.882000], [1.689653, -3.130438, 2.287319], [3.204977, -4.825552, 4.130832], [0.472013, -5.044917, 4.715127], [1.186985, -3.429494, 4.839428], [-0.042489, -4.065945, 2.839237], [1.226109, -5.146846, 2.294590], [1.511151, -2.302671, 2.750215], [2.728726, 1.282137, 2.512823], [3.169111, -0.072903, 2.343344], [3.236339, -0.639719, 3.764811], [1.958107, -0.946753, 4.288227], [2.120331, 1.327698, 3.253772], [2.342457, -0.598826, 1.844000], [4.004277, -0.135648, 1.653519], [3.804970, -0.028059, 4.468621], [3.867058, -1.540105, 3.678398], [1.908256, -0.678482, 5.207678], [4.554037, 3.233562, -0.718861], [3.978012, 3.193789, -2.014745], [5.131045, 3.110114, -3.002036], [4.615933, 3.117793, -4.332534], [4.007962, 2.903311, -0.004210], [3.241479, 2.386559, -2.028205], [3.423765, 4.110565, -2.246739], [5.677993, 2.163810, -2.922795], [5.804825, 3.939870, -2.774960], [5.257494, 3.565225, -4.889752], [0.861563, -4.286353, -2.191100], [0.951942, -3.656919, -0.900368], [-0.418694, -3.618448, -0.248123], [-0.748129, -4.895289, 0.326134], [0.132794, -4.912363, -2.120870], [1.716290, -4.047522, -0.223422], [1.316617, -2.658841, -1.151796], [-1.231599, -3.274358, -0.894020], [-0.393054, -2.915597, 0.594010], [-1.637201, -4.753926, 0.669477], [-3.652121, 1.964872, 1.496150], [-4.804398, 2.608111, 2.089977], [-5.444232, 1.767351, 3.173577], [-4.671437, 1.815282, 4.377048], [-2.949344, 2.615571, 1.623984], [-4.671743, 3.609002, 2.517329], [-5.448808, 2.814224, 1.226355], [-5.702572, 0.750102, 2.901392], [-6.345778, 2.327255, 3.451270], [-4.489908, 2.708114, 4.677522], [-2.325150, -2.763344, 3.185049], [-1.441626, -1.631048, 3.355682], [-2.295135, -0.387811, 3.644583], [-3.156709, -0.661492, 4.707298], [-3.045372, -2.678942, 3.826075], [-0.750985, -1.880984, 4.166612], [-0.991303, -1.662416, 2.358700], [-2.804505, -0.064914, 2.735107], [-1.495073, 0.322025, 3.913642], [-3.619950, 0.139119, 4.980417], [-3.109607, 4.578173, -2.633626], [-2.739360, 5.894969, -2.279901], [-1.234729, 6.109206, -2.435130], [-0.898735, 6.577248, -3.753113], [-2.903774, 4.473260, -3.571264], [-3.355611, 6.745654, -2.584838], [-2.878641, 5.947941, -1.186578], [-0.655959, 5.207579, -2.217592], [-0.847828, 6.885871, -1.770742], [-1.026174, 5.854936, -4.376522], [7.670685, -2.064307, 0.768212], [6.778064, -1.165909, 1.414563], [6.845612, 0.165580, 0.710879], [6.325314, 0.332362, -0.586500], [7.932971, -2.732716, 1.408726], [5.739475, -1.528310, 1.424012], [6.956312, -1.015151, 2.485279], [7.856787, 0.592353, 0.729789], [6.225511, 0.852497, 1.305237], [6.902067, -0.078397, -1.239635], [0.947647, -0.044205, -6.594156], [2.224430, -0.440782, -6.107194], [1.973046, -0.920468, -4.656871], [1.215903, -2.130020, -4.765238], [0.334540, -0.759201, -6.383584], [2.617336, -1.212603, -6.774802], [2.884687, 0.426203, -6.102685], [1.429023, -0.149694, -4.110006], [2.883253, -1.232861, -4.134438], [1.282105, -2.651505, -3.959267]],
  "forces_ev_per_angstrom": [[0.733, 1.306, -1.735], [0.285, 0.034, 0.479], [-0.636, 0.591, -0.517], [-0.224, 0.728, -0.561], [-0.198, -0.131, 1.039], [-0.325, 0.276, -0.604], [-0.200, -0.871, -0.155], [-0.041, 0.111, 0.327], [-0.448, -0.257, 1.194], [-0.238, -0.069, 0.007], [0.451, 0.028, -0.039], [0.248, -1.184, 0.283], [0.103, -0.044, 0.264], [0.369, 0.203, -0.175], [0.147, -0.166, -0.404], [0.119, -0.294, 0.395], [0.264, -0.185, 0.191], [0.228, -0.644, 0.454], [-0.207, 0.235, -0.414], [-0.484, -0.854, -0.014], [0.763, 1.580, -0.039], [-0.394, -1.200, -0.762], [0.114, 0.017, 0.161], [0.065, 0.072, 0.014], [-0.316, 0.153, 0.073], [0.186, 0.315, -0.221], [0.123, 0.064, 0.000], [-0.053, -0.015, -0.033], [0.135, -0.079, -0.042], [0.020, 0.242, 0.034], [0.133, -0.096, 0.173], [-0.121, 0.525, 0.490], [-0.125, -0.063, 0.095], [-0.147, -0.281, -0.107], [0.361, 0.011, 0.347], [-0.264, -0.681, -0.732], [-1.233, 1.176, 0.590], [0.889, -0.313, -0.602], [-0.131, 0.202, -0.081], [0.107, 0.054, 0.268], [0.247, 0.016, 0.156], [-0.041, -0.183, -0.259], [0.343, 0.072, -0.001], [-0.336, -0.424, 0.402], [0.639, 0.676, -1.024], [-2.585, 0.649, 1.586], [2.340, -1.360, -0.614], [-0.304, 0.340, -0.472], [-0.122, -0.226, -0.017], [0.265, -0.243, -0.045], [0.448, 0.194, 0.608], [-0.164, 0.512, -0.286], [-0.448, -0.309, 0.239], [0.022, -0.056, 0.047], [0.816, 0.542, 0.126], [-0.406, -0.029, 0.550], [-0.214, -1.070, -0.128], [-0.079, 0.605, 0.012], [-0.443, -0.110, -0.309], [0.237, -0.244, -0.625], [0.019, 0.105, 0.129], [0.060, 0.174, 0.618], [-0.009, 0.032, -0.184], [-0.089, -0.032, -0.099], [0.192, -0.296, 0.429], [-0.597, 0.579, -0.816], [0.376, 0.452, 1.394], [-0.070, 0.161, -0.700], [0.160, -0.198, -0.172], [-0.229, -0.633, -0.126], [-0.400, 0.250, 0.295], [0.300, -0.049, -0.416], [0.154, 0.180, -0.223], [0.007, -0.356, 0.200], [-0.040, 1.330, 1.035], [-0.465, -0.679, -1.164], [-0.403, 2.097, 0.678], [0.641, -1.330, 0.095], [0.280, -0.496, -0.231], [0.844, -0.126, -0.011], [-0.547, -0.329, 0.373], [0.359, -0.165, 0.166], [-0.501, -0.445, -0.504], [-0.245, 0.181, -0.305], [-0.177, -0.173, 0.294], [-1.957, -1.491, -0.492], [2.071, -0.138, -0.523], [-0.139, -0.390, 0.490], [0.158, 0.021, -0.058], [0.173, 0.409, -0.052], [0.549, 0.998, 0.374], [-0.058, 0.007, 0.094], [-0.520, 0.606, 0.014], [-0.062, 0.110, -0.311], [-0.378, 0.367, -0.807], [1.174, -0.033, 2.639], [0.070, 0.796, -1.013], [-0.028, -0.182, 0.088], [-0.211, -0.170, 0.076], [0.060, -0.348, -1.011], [-0.130, -0.345, -0.096], [-0.357, -0.204, 0.130], [-0.323, 0.034, 0.017], [0.133, 0.045, -0.018], [-0.114, -0.060, 0.568], [-0.520, -0.037, -0.565], [-0.101, 1.572, 0.746], [-0.310, -0.794, -0.416], [0.018, -0.093, -0.188], [0.067, -0.230, -0.512], [0.670, 0.096, -0.098], [0.064, -0.364, 0.218], [0.170, -0.049, 0.057], [0.029, -0.119, 0.168], [-0.111, 0.369, -0.403], [-0.871, -0.120, 1.122], [0.950, -1.171, -0.684], [-0.584, 0.173, -0.314], [0.120, -0.030, -0.038], [0.262, -0.151, 0.396], [-0.097, 0.061, -0.090], [0.075, 0.062, 0.068], [0.258, 0.716, -0.056], [-0.091, -0.006, 0.135]],
  "orbital_gap_ev": 9.1,
  "energy_ha": -2650.25418,
  "relative_energy_kj_mol": 312.9,
  "lumo_ev": -0.058,
  "smiles": "COC[C@H](C)N.COC[C@H](C)N.OCCO.OCCO.OCCO.OCCO.OCCO.OCCO.OCCO.OCCO.OCCO",
  "total_charge": 0
}